DFT (ωB97M-V/def2-TZVPD) results for C5H2AuBr2N2S2 as an isolated structure.

## Properties
charge	-1
HOMO-LUMO gap	0.2197	Ha

Last column: Löwdin charge in e.
Element x y z (Å)
Au -0.5113 -0.8655 -0.3194  0.04
Br -0.4190 -3.2306 -1.7798  0.58
C 1.3792 -3.2757 -2.5103  -1.05
Br 2.4255 -1.7886 -1.9198  0.58
H 1.2921 -3.2445 -3.5883  -0.01
H 1.8443 -4.1927 -2.1737  -0.01
S -0.1042 -0.4099 1.9739  0.43
C -0.5233 1.2805 1.8128  -0.79
C -0.4213 2.0107 3.0434  -0.33
N -0.3202 2.5637 4.0492  0.13
C -0.9126 1.9586 0.6875  -0.79
S -1.1127 1.3445 -0.9374  0.43
C -1.1945 3.3605 0.8046  -0.33
N -1.4220 4.4889 0.8572  0.13

Atomic forces in eV per Å
Au 0.0 -0.2 -0.1
Br 0.0 0.0 0.0
C -0.1 0.0 0.0
Br 0.1 0.0 -0.1
H 0.0 0.0 0.0
H 0.0 0.0 0.0
S 0.0 0.0 0.1
C 0.0 0.0 -0.1
C 0.0 0.0 0.1
N 0.0 0.0 0.0
C 0.0 -0.1 0.1
S 0.0 0.1 0.0
C 0.0 0.1 0.0
N 0.0 0.0 0.0

=====

DFT (ωB97M-V/def2-TZVPD) results for one molecule with the formula C5H2Cl2 in a non-equilibrium geometry.

## Properties
HOMO-LUMO gap	0.3953	Ha

Last column: Löwdin charge in e.
Element x y z (Å)
C -0.2440 -2.1168 -0.7309  0.14
C -0.9807 2.1602 -0.1141  0.17
C 0.0811 -1.0321 -0.4389  -0.23
C -0.2488 1.2857 0.2739  -0.22
C 0.5594 0.1132 0.3065  -1.11
Cl 0.7159 -0.5949 2.0621  0.54
Cl 2.2411 0.5718 -0.1658  0.63
H -0.3110 -3.1605 -0.8631  0.05
H -1.8131 2.7735 -0.3297  0.04

Atomic forces in eV per Å
C -0.3 -2.7 -0.8
C 0.2 -0.9 0.8
C 0.8 2.8 1.0
C -1.1 0.8 -0.9
C 1.3 -0.8 1.3
Cl -0.2 0.8 -0.8
Cl -0.3 -0.2 -0.1
H -0.4 -0.3 -0.4
H 0.0 0.5 -0.1

=====

DFT (ωB97M-V/def2-TZVPD) results for one molecule with the formula C5H2Cl2S in a non-equilibrium geometry.

## Properties
HOMO-LUMO gap	0.2521	Ha

Last column: Löwdin charge in e.
Element x y z (Å)
C -0.0284 -1.1690 0.2171  -0.69
C -0.9535 -0.2504 0.6875  -0.64
C -0.5361 1.1737 0.0687  -0.68
C 0.4608 0.7958 -0.8988  -0.19
C 0.8348 -0.5379 -0.8858  -0.04
H 0.9151 1.5222 -1.5855  0.11
H 1.9026 -1.0609 -1.2658  0.18
S -0.7730 2.7647 0.6460  0.72
Cl 0.1368 -2.7765 0.8746  0.65
Cl -1.9590 -0.4616 2.1421  0.60

Atomic forces in eV per Å
C -1.3 1.1 0.4
C 1.5 0.5 0.4
C -1.0 0.3 2.3
C 2.1 -1.2 -2.2
C 1.5 0.3 1.4
H -0.2 -0.3 0.5
H -3.6 1.6 0.7
S 0.2 -3.6 -1.2
Cl 0.0 1.0 -0.7
Cl 0.9 0.3 -1.7

=====

DFT (ωB97M-V/def2-TZVPD) results for a 2-piece molecular cluster, C5H2ClF3NOS2 overall in a non-equilibrium geometry.

## Properties
charge	-1
HOMO-LUMO gap	0.1920	Ha

Last column: Löwdin charge in e.
Element x y z (Å)
C -0.0136 0.7169 0.1986  -0.39
C -0.5902 -2.2411 -2.0448  -0.88
C 1.3016 0.1995 0.6628  -0.46
C -0.8514 -1.2131 0.5966  -1.24
C -0.1160 2.1930 0.1823  -0.58
N -1.0996 -0.0364 0.3770  0.01
O -0.8724 -1.2234 -2.5411  0.10
F -0.4506 2.7545 1.4469  0.02
F 0.9868 2.7838 -0.2364  0.12
F -1.0952 2.6897 -0.6326  0.07
S -0.1289 -3.6841 -1.6181  0.69
S 0.8913 -1.5751 0.8639  0.79
Cl -1.9843 -2.4053 0.9383  0.59
H 2.2912 0.5313 0.1045  0.09
H 1.7313 0.5098 1.7020  0.06

Atomic forces in eV per Å
C 0.9 3.0 -0.4
C 0.0 1.0 -1.3
C 2.8 0.3 1.6
C 1.8 -2.6 1.0
C -2.1 -1.4 0.1
N -1.1 3.1 -0.9
O 0.3 -1.4 1.0
F 0.5 0.1 -0.7
F 1.3 0.6 0.3
F -0.2 -0.1 0.2
S -0.2 0.2 -0.1
S 0.6 -0.3 -0.3
Cl -1.2 -1.1 0.5
H -2.1 -1.3 -0.1
H -1.3 0.0 -0.8